The following is a DFT calculation (ωB97M-V/def2-TZVPD) of C72H131As3F18N9O9 as an isolated structure in a non-equilibrium geometry.

Results
net charge	+3
electronic energy	-12496.14969	Eh
HOMO-LUMO gap	1.84	eV
LUMO level	-8.35	eV

Last column: Löwdin charge in e.
CARTESIAN COORDINATES (ANGSTROEM)
C (16.2035, -13.6497, -12.7450)  0.0389
N (15.0914, -12.7531, -12.4536)  -0.0828
C (14.5941, -11.9620, -13.4669)  0.0379
C (13.6099, -11.0242, -13.1264)  0.0645
C (13.1533, -10.8447, -11.7576)  -0.1178
C (13.7044, -11.6432, -10.8157)  0.0243
C (14.6624, -12.5871, -11.1801)  0.0756
C (12.2313, -9.6861, -11.4032)  -0.1065
C (12.5040, -8.7629, -10.3991)  0.0506
C (11.5609, -7.7777, -9.9855)  0.0340
N (10.4793, -7.6360, -10.7335)  -0.0674
C (10.1191, -8.4298, -11.7796)  0.0321
C (10.9816, -9.5092, -12.0947)  0.0583
C (9.6351, -6.4614, -10.4346)  0.0292
H (17.1405, -13.3390, -12.2829)  0.1276
H (16.1640, -13.6675, -13.8341)  0.1025
H (16.0031, -14.6728, -12.4269)  0.1230
H (15.0453, -12.0123, -14.4469)  0.1463
H (13.2297, -10.4257, -13.9410)  0.1241
H (13.3720, -11.3540, -9.8296)  0.1146
H (15.2153, -13.2729, -10.5554)  0.1430
H (13.4387, -8.8355, -9.8629)  0.1285
H (11.8007, -7.0577, -9.2171)  0.1269
H (9.2557, -8.2555, -12.4045)  0.1491
H (10.5379, -10.1527, -12.8400)  0.1281
H (10.1976, -5.6914, -9.9067)  0.0870
H (8.7916, -6.8540, -9.8669)  0.1095
H (9.2879, -5.9923, -11.3552)  0.1049
C (11.7577, -1.2306, -11.4617)  0.0422
N (12.3681, -2.1814, -10.4914)  -0.0904
C (11.6075, -2.8267, -9.5819)  0.0322
C (12.2555, -3.6995, -8.7060)  0.0564
C (13.6042, -4.0435, -8.8365)  -0.1191
C (14.2998, -3.4198, -9.8205)  0.0376
C (13.6624, -2.5319, -10.6832)  0.0338
C (14.3123, -4.9312, -7.8262)  -0.1211
C (15.2510, -5.8426, -8.2704)  0.0050
C (15.9566, -6.6474, -7.3904)  0.0302
N (15.7498, -6.4562, -6.0448)  -0.0646
C (14.7490, -5.6991, -5.5747)  0.0593
C (14.0117, -4.8882, -6.4458)  0.0812
C (16.5611, -7.2748, -5.1060)  0.0511
H (11.2370, -1.7317, -12.2777)  0.1160
H (12.5431, -0.5614, -11.8129)  0.1085
H (11.0872, -0.5866, -10.8927)  0.1126
H (10.5918, -2.4623, -9.6270)  0.1526
H (11.6157, -4.1688, -7.9733)  0.1177
H (15.3306, -3.6173, -10.0752)  0.1405
H (14.1639, -1.8990, -11.4003)  0.1490
H (15.3731, -6.0034, -9.3314)  0.1227
H (16.7057, -7.3701, -7.6786)  0.1504
H (14.6322, -5.7428, -4.5020)  0.1512
H (13.3424, -4.1277, -6.0714)  0.1427
H (16.2788, -7.0149, -4.0858)  0.1061
H (17.6132, -7.0567, -5.2891)  0.1238
H (16.2336, -8.2912, -5.3244)  0.1029
C (7.1365, -14.3847, -8.2237)  -0.0955
C (5.7616, -15.0441, -8.1545)  -0.2247
C (4.7833, -14.6391, -9.2535)  -0.1900
C (4.4011, -13.1720, -9.1731)  -0.1180
N (3.2062, -12.8453, -10.0851)  -0.2334
C (1.9198, -13.5508, -9.6043)  -0.0817
C (1.3580, -12.6711, -8.4494)  -0.1137
C (2.0450, -11.2745, -8.6533)  -0.1243
C (2.8288, -11.3337, -9.9765)  -0.0661
C (3.5852, -13.2511, -11.5636)  0.0556
H (7.7275, -14.6469, -9.1013)  0.0712
H (7.8604, -14.6092, -7.4403)  0.0515
H (7.0175, -13.3016, -8.1950)  0.0495
H (5.3446, -14.8049, -7.1762)  0.1146
H (5.7928, -16.1316, -8.0886)  0.1183
H (3.8753, -15.1949, -9.0197)  0.1060
H (5.0387, -15.0303, -10.2383)  0.1115
H (5.2224, -12.5099, -9.4475)  0.1230
H (4.1254, -12.9684, -8.1384)  0.1313
H (1.2241, -13.5335, -10.4433)  0.1314
H (2.0168, -14.5805, -9.2601)  0.1274
H (0.2750, -12.7934, -8.4415)  0.1215
H (1.5835, -13.1170, -7.4807)  0.1140
H (1.4337, -10.3722, -8.6710)  0.1244
H (2.7369, -11.2230, -7.8126)  0.0986
H (2.1396, -11.3361, -10.8210)  0.1280
H (3.6792, -10.6580, -10.0681)  0.1298
H (4.3914, -12.5897, -11.8810)  0.1067
H (2.6647, -13.0492, -12.1113)  0.0985
H (3.8285, -14.3022, -11.7192)  0.0976
C (16.2472, -18.9069, -4.5865)  -0.1065
C (15.2907, -19.6236, -5.5164)  -0.2587
C (13.8632, -19.1603, -5.4615)  -0.1859
C (13.5654, -17.8346, -6.2622)  -0.0531
N (12.3062, -17.0238, -5.7940)  -0.2409
C (11.0073, -17.8095, -5.7439)  -0.0729
C (10.3059, -17.8325, -7.1828)  -0.0840
C (10.9439, -16.5418, -7.8302)  -0.1390
C (11.9348, -15.9366, -6.7952)  -0.1090
C (12.6377, -16.4281, -4.4559)  0.0390
H (17.1736, -19.4753, -4.5028)  0.0754
H (16.0021, -18.8351, -3.5268)  0.0800
H (16.5841, -17.9210, -4.9065)  0.0774
H (15.3054, -20.6730, -5.2223)  0.1173
H (15.6444, -19.4693, -6.5358)  0.1146
H (13.6882, -18.9215, -4.4124)  0.1017
H (13.1713, -19.8945, -5.8742)  0.1103
H (13.3808, -18.0532, -7.3140)  0.1291
H (14.4300, -17.1828, -6.1364)  0.1268
H (10.4024, -17.2577, -5.0244)  0.1160
H (11.1419, -18.8117, -5.3368)  0.1256
H (9.2269, -17.6790, -7.1659)  0.1028
H (10.4991, -18.7962, -7.6542)  0.1045
H (10.2332, -15.7728, -8.1330)  0.0811
H (11.5333, -16.8443, -8.6958)  0.1008
H (11.3698, -15.1508, -6.2937)  0.1142
H (12.8008, -15.3507, -7.1033)  0.1237
H (13.5753, -15.8765, -4.5256)  0.1041
H (12.7471, -17.2503, -3.7488)  0.1070
H (11.8365, -15.7105, -4.2790)  0.0922
C (6.3046, -9.7744, -7.8135)  -0.0754
C (6.4341, -10.5825, -6.4715)  -0.2519
C (5.9638, -9.9981, -5.1925)  -0.1921
C (6.8491, -8.8386, -4.6995)  -0.0935
N (6.4153, -8.3740, -3.3184)  -0.2057
C (7.2583, -7.1843, -2.7244)  -0.0761
C (7.2408, -7.3260, -1.2052)  -0.1606
C (7.2841, -8.8000, -1.0213)  -0.1576
C (6.6948, -9.4264, -2.2386)  -0.0869
C (4.9576, -7.8426, -3.3846)  0.0474
H (5.2946, -9.5165, -8.1322)  0.0585
H (6.7911, -10.4501, -8.5169)  0.0502
H (6.8843, -8.8550, -7.7315)  0.0552
H (7.4178, -10.9739, -6.2123)  0.0965
H (5.8677, -11.4670, -6.7628)  0.0862
H (5.9027, -10.7580, -4.4134)  0.1151
H (4.9228, -9.7184, -5.3542)  0.1096
H (6.7521, -7.9566, -5.3325)  0.1292
H (7.9188, -9.0437, -4.6564)  0.1250
H (6.7580, -6.2520, -2.9866)  0.1248
H (8.2703, -7.1668, -3.1288)  0.1130
H (6.3830, -6.8421, -0.7380)  0.1192
H (8.1617, -6.9162, -0.7905)  0.1116
H (6.7800, -8.9418, -0.0654)  0.1418
H (8.3209, -9.1010, -0.8716)  0.1163
H (5.7297, -9.8878, -2.0298)  0.1368
H (7.3495, -10.2495, -2.5248)  0.1106
H (4.8351, -7.2981, -2.4483)  0.1024
H (4.2883, -8.6997, -3.4591)  0.0990
H (4.9279, -7.1188, -4.1990)  0.1067
C (10.1913, -7.0772, 2.2933)  -0.0987
C (11.4522, -7.0355, 3.1323)  -0.2356
C (12.0747, -8.4100, 3.5589)  -0.1568
C (12.4789, -9.2245, 2.3361)  -0.1199
N (13.5344, -10.3054, 2.5933)  -0.2062
C (14.8487, -9.8452, 3.2314)  -0.1431
C (15.9691, -10.7950, 2.9492)  -0.1617
C (15.4455, -11.6458, 1.7876)  -0.1332
C (14.1006, -11.0195, 1.3358)  -0.0693
C (12.9745, -11.4355, 3.5042)  0.0581
H (10.5665, -7.1190, 1.2708)  0.0442
H (9.6318, -6.1785, 2.5528)  0.0737
H (9.5578, -7.9152, 2.5842)  0.0795
H (11.2535, -6.4788, 4.0481)  0.1044
H (12.2703, -6.5753, 2.5781)  0.1025
H (11.5006, -9.0579, 4.2212)  0.1176
H (13.0356, -8.1808, 4.0197)  0.0978
H (13.0347, -8.5911, 1.6447)  0.1097
H (11.7130, -9.6136, 1.6653)  0.1196
H (14.7430, -9.6655, 4.3013)  0.1263
H (15.1809, -8.9421, 2.7194)  0.1382
H (16.1916, -11.2696, 3.9049)  0.1176
H (16.8112, -10.1645, 2.6638)  0.1197
H (15.3138, -12.6696, 2.1377)  0.1114
H (16.2362, -11.5126, 1.0492)  0.0967
H (13.4283, -11.8054, 0.9917)  0.1210
H (14.2430, -10.2314, 0.5963)  0.1245
H (13.0745, -10.9807, 4.4897)  0.0974
H (13.6328, -12.3014, 3.5743)  0.0987
H (12.0009, -11.7325, 3.1142)  0.1111
C (11.3725, -12.7765, -8.8745)  -0.0514
C (10.5337, -11.5039, -8.4289)  -0.2103
C (11.1797, -10.5535, -7.4672)  -0.1902
C (11.7894, -11.3586, -6.2761)  -0.0585
N (12.1684, -10.4269, -5.0573)  -0.1622
C (10.9206, -9.8662, -4.2449)  -0.0518
C (11.0410, -10.4390, -2.7910)  -0.1129
C (12.5985, -10.6195, -2.6091)  -0.1075
C (13.0454, -11.2060, -4.0006)  -0.0567
C (13.0962, -9.2824, -5.5229)  0.0086
H (11.5606, -12.8523, -9.9455)  0.0541
H (11.1308, -13.7532, -8.4552)  0.0557
H (12.3934, -12.5636, -8.5575)  0.0442
H (9.6147, -11.9175, -8.0135)  0.0908
H (10.2193, -10.9573, -9.3180)  0.0840
H (10.4131, -9.8392, -7.1669)  0.1054
H (11.9441, -9.8358, -7.7649)  0.0808
H (12.7566, -11.7574, -6.5821)  0.1009
H (11.0476, -12.0776, -5.9284)  0.1135
H (10.9177, -8.7762, -4.2491)  0.0872
H (10.0027, -10.2822, -4.6603)  0.0983
H (10.6916, -9.6846, -2.0861)  0.1086
H (10.4629, -11.3618, -2.7417)  0.0776
H (13.1075, -9.6631, -2.4891)  0.0874
H (12.8818, -11.2088, -1.7370)  0.1078
H (14.1151, -11.2130, -4.2100)  0.1144
H (12.6772, -12.2318, -4.0152)  0.1216
H (12.4101, -8.5744, -5.9878)  0.0737
H (13.8475, -9.6884, -6.2003)  0.0891
H (13.6932, -8.8631, -4.7131)  0.0884
As (17.0071, -10.5498, -2.2790)  0.9196
F (15.9177, -9.2464, -2.9107)  -0.3214
F (15.6556, -11.6800, -1.8942)  -0.2829
F (18.1180, -11.7540, -1.6799)  -0.2499
F (18.3577, -9.4247, -2.8062)  -0.3188
F (16.8833, -9.7944, -0.6334)  -0.2917
F (17.0263, -11.2337, -3.9406)  -0.3018
As (8.3976, -13.7649, -4.0236)  1.0081
F (8.0253, -14.3447, -2.3368)  -0.2736
F (6.6284, -13.7122, -4.3726)  -0.2912
F (8.9124, -13.1612, -5.6969)  -0.3263
F (10.1841, -13.8148, -3.5964)  -0.3018
F (8.4930, -15.5337, -4.5254)  -0.3109
F (8.2750, -12.0758, -3.4035)  -0.2833
As (12.1176, -6.2300, -1.6170)  0.9160
F (11.8985, -5.2285, -0.1767)  -0.2548
F (10.3234, -6.3905, -1.7134)  -0.2898
F (12.0967, -7.1376, -3.1801)  -0.2989
F (13.8885, -6.0032, -1.6032)  -0.2750
F (12.2430, -7.6664, -0.5701)  -0.2556
F (11.8950, -4.7859, -2.7057)  -0.3196
O (9.9106, -6.6190, -5.2210)  0.1181
C (10.2702, -6.7018, -6.4657)  -0.9140
O (9.5406, -7.1675, -7.3655)  -0.0528
O (11.3952, -6.3065, -6.7357)  -0.0489
H (10.7285, -6.3261, -4.8126)  0.0850
O (8.7884, -11.6823, -0.3043)  0.0694
C (9.7014, -11.4497, 0.6521)  -0.9218
O (10.8323, -11.7599, 0.3471)  -0.0067
O (9.3505, -10.9639, 1.7504)  -0.0425
H (9.6491, -11.9113, -0.6625)  0.0205
O (15.1284, -12.1845, -7.0442)  0.0854
C (15.1869, -13.4412, -6.9615)  -1.0399
O (15.6107, -13.9062, -7.9578)  -0.0063
O (14.9535, -14.1005, -5.9361)  -0.0099
H (15.7452, -12.0508, -7.7676)  0.1039